# 1
This record from OMol25 describes one molecule with the formula C3H4N2S at a distorted geometry. The level of theory is ωB97M-V/def2-TZVPD.

```
10
C3H4N2S ωB97M-V/def2-TZVPD
C -1.4742 -1.0059 -0.3121
C 1.0478 1.8770 -0.1576
C 0.8402 -0.5919 0.2547
N -0.2591 -1.4333 -0.2589
N 0.5482 0.8024 0.0709
S -2.0251 0.5684 0.1227
H -2.1507 -1.8179 -0.4417
H 0.7876 2.9334 -0.4262
H 0.9155 -0.6706 1.4227
H 1.7698 -0.6615 -0.2744
```

Output
Gap between HOMO and LUMO (spin up / spin down)   0.2766 / 0.2407 Eh
Energy above the lowest of the compared OMol25 structures with the same formula, charge and spin   434.9 kJ/mol
E_tot   -624.2601 hartree

Atom charges from the Mulliken analysis, given in e for atoms 1 to 4: number 1, C, carries -0.039; number 2, C, carries -0.091; number 3, C, carries -0.268; number 4, N, carries -0.546

---

# 2
This record from OMol25 describes C3H4N2S2 as an isolated structure at a distorted geometry. The level of theory is ωB97M-V/def2-TZVPD.

```
11
C3H4N2S2 ωB97M-V/def2-TZVPD
C 1.6882 0.0144 -0.4006
C 0.3493 0.3714 -0.4105
C 1.8884 -1.2969 0.0766
N -0.5151 -0.5306 -0.0020
N -2.7549 1.5471 0.5720
S 0.2577 -1.9600 0.2372
S -2.7413 0.2060 -0.2578
H 2.2391 0.7429 -1.0024
H 0.1046 1.3794 -0.8065
H -3.2025 1.4793 1.6023
H 2.6865 -1.9528 0.3918
```

Output
Gap between HOMO and LUMO   0.2828 Eh
Energy above the lowest of the compared OMol25 structures with the same formula, charge and spin   344.1 kJ/mol
E_tot   -1022.4846 hartree

Atom charges from the Mulliken analysis, given in e for atoms 1 to 4: number 1, C, carries -0.573; number 2, C, carries 0.183; number 3, C, carries -0.183; number 4, N, carries -0.331

---

# 3
This record from OMol25 describes one molecule with the formula C3H4N2S3 at a distorted geometry. The level of theory is ωB97M-V/def2-TZVPD.

```
12
C3H4N2S3 ωB97M-V/def2-TZVPD
C -1.8677 -0.3909 -0.0079
C 1.6222 -0.8690 -0.2045
C 0.1235 1.0226 -0.0928
N -0.6445 -0.9556 -0.2152
N 0.4593 -0.2498 -0.1975
S -3.1053 -1.3691 0.1389
S -1.6140 1.3238 0.0124
S 1.2397 2.3555 0.0041
H 2.3991 -0.1202 0.0784
H 1.6903 -1.9410 0.0865
H -0.7340 -1.8933 -0.5046
H 0.4314 3.0870 0.9022
```

Output
Gap between HOMO and LUMO (spin up / spin down)   0.2650 / 0.2649 Eh
Energy above the lowest of the compared OMol25 structures with the same formula, charge and spin   317.3 kJ/mol
E_tot   -1420.6529 hartree

Atom charges from the Mulliken analysis, given in e for atoms 1 to 4: number 1, C, carries 0.380; number 2, C, carries -0.454; number 3, C, carries 0.273; number 4, N, carries -0.326

---

# 4
This record from OMol25 describes an isolated ion of composition C3H4N3O4 and charge +1 at a distorted geometry. The level of theory is ωB97M-V/def2-TZVPD.

```
14
C3H4N3O4 ωB97M-V/def2-TZVPD
C -0.9789 0.7517 -1.4445
C 0.0232 0.0320 -0.6398
N 1.2121 -0.4572 -1.1048
O 1.9679 -1.0685 -0.1456
N 1.4305 -1.0109 1.0744
O 1.7597 -1.6281 1.9925
C -0.1293 -0.1467 0.7627
N -0.9231 0.2209 1.8908
O -0.6539 -0.1006 3.0209
O -1.7434 1.0683 1.4961
H -1.3608 1.6394 -0.8253
H -1.8029 -0.0593 -1.6794
H -0.5041 1.0010 -2.4760
H 1.7029 -0.2419 -1.9221
```

Output
Gap between HOMO and LUMO (spin up / spin down)   0.3289 / 0.3289 Eh
Energy above the lowest of the compared OMol25 structures with the same formula, charge and spin   283.8 kJ/mol
Net charge   +1
E_tot   -581.2999 hartree

Atom charges from the Mulliken analysis, given in e for atoms 1 to 4: number 1, C, carries -0.987; number 2, C, carries 0.392; number 3, N, carries 0.010; number 4, O, carries -0.132

---

# 5
This record from OMol25 describes an isolated ion of composition C3H4N3S and charge -1 at a distorted geometry. The level of theory is ωB97M-V/def2-TZVPD.

```
11
C3H4N3S ωB97M-V/def2-TZVPD
C 1.0162 1.2826 -0.0567
C -0.1875 -0.7298 -0.0705
C -1.4126 -0.2685 0.0837
N 0.9898 -0.0348 -0.0280
N 0.0110 2.0906 -0.1062
N 0.0211 -2.1434 -0.1967
S -2.9567 0.1268 0.0801
H 2.0686 1.6451 -0.0260
H 0.2742 3.0756 -0.1392
H 0.9106 -2.3743 0.2316
H -0.7348 -2.6701 0.2279
```

Output
Gap between HOMO and LUMO   0.2179 Eh
Energy above the lowest of the compared OMol25 structures with the same formula, charge and spin   182.4 kJ/mol
Net charge   -1
E_tot   -679.1492 hartree

Atom charges from the Mulliken analysis, given in e for atoms 1 to 4: number 1, C, carries -0.083; number 2, C, carries 0.706; number 3, C, carries -0.173; number 4, N, carries -0.746

---

# 6
This record from OMol25 describes C3H4N3S as an isolated structure at a distorted geometry. The level of theory is ωB97M-V/def2-TZVPD.

```
11
C3H4N3S ωB97M-V/def2-TZVPD
C -1.0235 -0.5392 -0.0471
C -3.2618 -0.0411 -0.2842
C 0.4069 -0.3989 -0.0505
N -2.8400 -1.7056 0.5450
N -1.6332 -1.6202 0.4938
N -1.9577 0.3783 -0.3665
S -4.6196 0.6720 -0.0089
H 0.8792 -0.7838 -0.9313
H 0.9558 -1.1210 0.7103
H 0.8249 0.5951 0.0040
H -1.9381 1.2101 -0.8978
```

Output
Gap between HOMO and LUMO (spin up / spin down)   0.2256 / 0.2275 Eh
Energy above the lowest of the compared OMol25 structures with the same formula, charge and spin   204.5 kJ/mol
Net charge   +1
E_tot   -678.7576 hartree

Atom charges from the Mulliken analysis, given in e for atoms 1 to 4: number 1, C, carries 0.702; number 2, C, carries 0.222; number 3, C, carries -1.010; number 4, N, carries -0.197

---

# 7
This record from OMol25 describes an isolated ion of composition C3H4N3S and charge +1 at a distorted geometry. The level of theory is ωB97M-V/def2-TZVPD.

```
11
C3H4N3S ωB97M-V/def2-TZVPD
C -0.7662 -0.6435 0.0198
N 0.5879 -0.1746 0.0371
N 1.6658 -0.8422 0.0402
C 2.6589 0.0381 0.0113
S 4.2517 -0.3548 -0.0123
C 2.0679 1.4289 -0.0091
N 0.7986 1.2964 -0.0147
H -0.8831 -1.7475 0.2979
H -1.0037 -0.6822 -1.1350
H -1.5836 -0.0564 0.4608
H 2.7955 2.1886 0.1631
```

Output
Gap between HOMO and LUMO (spin up / spin down)   0.2486 / 0.2486 Eh
Energy above the lowest of the compared OMol25 structures with the same formula, charge and spin   186.0 kJ/mol
Net charge   +1
E_tot   -678.7647 hartree

Atom charges from the Mulliken analysis, given in e for atoms 1 to 4: number 1, C, carries -0.596; number 2, N, carries 0.922; number 3, N, carries -0.527; number 4, C, carries 0.263

---

# 8
This record from OMol25 describes an isolated ion of composition C3H4N3S2 and charge -1 at a distorted geometry. The level of theory is ωB97M-V/def2-TZVPD.

```
12
C3H4N3S2 ωB97M-V/def2-TZVPD
C -0.3760 -1.9425 -0.2278
C 0.2824 -0.6667 -0.4943
C -0.4821 0.3659 0.5008
N -2.5309 -1.5521 -0.2057
N -1.8949 0.6447 0.2998
N -2.6627 -0.3608 0.0183
S -4.3600 0.0047 -0.0088
S 0.3132 -3.2949 0.0800
H 1.3479 -0.6903 -0.3644
H 0.1262 -0.3420 -1.4611
H -0.3761 -0.0381 1.5118
H -0.0110 1.4833 0.2591
```

Output
Spin multiplicity   3
Gap between HOMO and LUMO (spin up / spin down)   0.2054 / 0.2339 Eh
Net charge   -1
E_tot   -1077.1392 hartree

Atom charges from the Mulliken analysis, given in e for atoms 1 to 4: number 1, C, carries 0.095; number 2, C, carries -0.464; number 3, C, carries -0.555; number 4, N, carries -0.714

---

# 9
This record from OMol25 describes one molecule with the formula C3H4N4 at a distorted geometry. The level of theory is ωB97M-V/def2-TZVPD.

```
11
C3H4N4 ωB97M-V/def2-TZVPD
N 1.7012 0.0822 -0.8801
C 0.5378 -0.1815 -0.2502
C 0.1102 0.5917 0.8507
N -1.1645 0.7335 1.1678
C -1.9321 0.1183 0.2268
N -1.5058 -0.9719 -0.3796
N -0.2062 -1.2547 -0.4787
H 2.1745 0.9410 -0.6336
H 2.2909 -0.6933 -1.1295
H 0.9266 0.0393 1.4147
H -2.9702 0.3906 0.0601
```

Output
Gap between HOMO and LUMO   0.3366 Eh
Energy above the lowest of the compared OMol25 structures with the same formula, charge and spin   389.6 kJ/mol
E_tot   -335.6249 hartree

Atom charges from the Mulliken analysis, given in e for atoms 1 to 4: number 1, N, carries -0.457; number 2, C, carries 0.456; number 3, C, carries -0.079; number 4, N, carries -0.471

---

# 10
This record from OMol25 describes C3H4N4 as an isolated structure at a distorted geometry. The level of theory is ωB97M-V/def2-TZVPD.

```
11
C3H4N4 ωB97M-V/def2-TZVPD
C -0.2276 0.1669 0.3050
C 1.7427 1.0296 -0.1158
C 1.3705 -0.1602 -1.0563
H -2.8542 -1.2351 1.3923
H -1.7550 -1.4458 0.0338
H 2.5550 1.8794 -0.0758
H 1.8480 -0.5076 -1.8352
N -2.3963 -0.3521 0.3765
N -1.2019 0.1020 1.1003
N 0.7927 1.0020 0.6919
N 0.1261 -0.4792 -0.8168
```

Output
Gap between HOMO and LUMO   0.3195 Eh
Energy above the lowest of the compared OMol25 structures with the same formula, charge and spin   688.5 kJ/mol
E_tot   -335.5111 hartree

Atom charges from the Mulliken analysis, given in e for atoms 1 to 4: number 1, C, carries 0.510; number 2, C, carries -0.053; number 3, C, carries -0.262; number 4, H, carries 0.287

---

> Which value of E_tot does entry 8 give?

-1077.1392 hartree

---

> What is the E_tot in the sixth record?

-678.7576 hartree

---

> What is the E_tot in the sixth record?

-678.7576 hartree

---

> The highest E_tot belongs to which entry?

number 10